(1)
Computed, not measured: one molecule with the formula C4H6O2S2, with ωB97M-V/def2-TZVPD.

Properties
- energy relative to the best compared isomer or geometry (same formula, charge and spin) (eV) = 1.658
- E_HOMO (eV) = -9.06
- SMILES string = C[C@@H](OC=S)SC=O
- DFT total energy (eV) = -30009.7240
- Kohn-Sham gap (eV) = 9.186
- strongest force on any atom (eV Å⁻¹) = 1.479

XYZ file:
```
14
C4H6O2S2 | the Open Molecules 2025 dataset | ωB97M-V/def2-TZVPD
C 0.084 -1.631 -0.504
C 0.224 -0.183 -0.105
O 1.365 0.362 -0.769
C 1.934 1.433 -0.222
S 3.215 2.175 -0.872
S -1.235 0.825 -0.604
C -2.276 0.482 0.786
O -1.976 -0.261 1.704
H 1.002 -2.181 -0.211
H -0.018 -1.716 -1.587
H -0.808 -2.069 0.022
H 0.309 -0.060 0.968
H 1.428 1.795 0.669
H -3.248 1.029 0.725
```


(2)
Computed, not measured: one molecule with the formula C20H35N3O5S, with ωB97M-V/def2-TZVPD.

Properties
- energy relative to the best compared isomer or geometry (same formula, charge and spin) (eV) = 0.172
- E_HOMO (eV) = -9.40
- SMILES string = CC1(C)CCC[C@@H](C(=O)NC[C@@H]2CC[C@]3(CO2)C[C@H](NC(=O)CS(N)(=O)=O)C3)C1
- DFT total energy (eV) = -46852.4130
- Kohn-Sham gap (eV) = 9.834
- strongest force on any atom (eV Å⁻¹) = 0.134

XYZ file:
```
64
C20H35N3O5S | the Open Molecules 2025 dataset | ωB97M-V/def2-TZVPD
C -4.342 2.527 3.827
C -3.810 3.523 2.796
C -4.946 4.476 2.416
C -2.629 4.293 3.404
C -1.892 5.168 2.394
C -1.430 4.353 1.192
C -2.608 3.621 0.539
C -2.108 2.919 -0.716
O -1.624 3.558 -1.636
N -2.226 1.566 -0.766
C -1.602 0.815 -1.835
C -0.135 0.545 -1.564
C 0.550 -0.176 -2.714
C 1.985 -0.530 -2.332
C 2.008 -1.296 -1.020
C 1.251 -0.496 0.030
O -0.081 -0.239 -0.373
C 1.544 -2.772 -1.064
C 2.702 -3.116 -0.101
N 3.373 -4.389 -0.294
C 4.627 -4.598 -0.748
O 5.483 -3.752 -0.915
C 4.984 -6.066 -1.002
S 3.834 -7.004 -1.975
N 3.646 -6.091 -3.326
O 4.482 -8.228 -2.332
O 2.566 -7.004 -1.290
C 3.379 -1.792 -0.509
C -3.319 2.742 1.566
H -3.564 1.821 4.125
H -4.689 3.046 4.724
H -5.181 1.956 3.423
H -4.637 5.235 1.697
H -5.780 3.923 1.978
H -5.316 4.994 3.303
H -2.987 4.895 4.245
H -1.923 3.565 3.819
H -2.541 5.980 2.053
H -1.034 5.643 2.875
H -0.944 4.985 0.448
H -0.692 3.609 1.517
H -3.305 4.376 0.163
H -2.454 1.069 0.076
H -2.126 -0.136 -1.950
H -1.702 1.387 -2.756
H 0.370 1.504 -1.378
H -0.012 -1.088 -2.941
H 0.528 0.457 -3.604
H 2.466 -1.120 -3.117
H 2.572 0.389 -2.218
H 1.187 -1.036 0.977
H 1.777 0.453 0.213
H 0.526 -2.996 -0.746
H 1.728 -3.209 -2.048
H 2.361 -3.065 0.935
H 2.777 -5.205 -0.254
H 5.938 -6.091 -1.521
H 5.071 -6.615 -0.062
H 4.080 -6.505 -4.140
H 2.684 -5.817 -3.472
H 4.073 -1.934 -1.332
H 3.876 -1.224 0.277
H -2.621 1.974 1.925
H -4.169 2.223 1.111
```


(3)
Computed, not measured: C4H7NO3 as an isolated structure, with ωB97M-V/def2-TZVPD.

Properties
- energy relative to the best compared isomer or geometry (same formula, charge and spin) (eV) = 5.275
- E_HOMO (eV) = -8.47
- DFT total energy (eV) = -11890.0029
- Kohn-Sham gap (eV) = 8.426
- strongest force on any atom (eV Å⁻¹) = 3.901

XYZ file:
```
15
C4H7NO3 | the Open Molecules 2025 dataset | ωB97M-V/def2-TZVPD
C -1.037 -0.910 1.076
C 0.603 1.685 1.025
C -0.209 -0.111 -1.058
C -0.794 -1.494 -0.226
N 0.987 -0.362 -1.692
O -0.059 0.484 0.715
O -1.112 0.553 -1.543
O -0.676 -2.600 -0.670
H 1.568 -1.088 -1.302
H 0.946 -0.368 -2.701
H -1.995 -0.406 1.171
H -0.528 -1.344 1.931
H 0.731 1.734 2.109
H -0.003 2.508 0.639
H 1.576 1.720 0.526
```


(4)
Computed, not measured: C49H41CrN3PS3 as an isolated structure, with ωB97M-V/def2-TZVPD.

Properties
- E_HOMO (alpha / beta) (eV) = -9.62 / -9.65
- DFT total energy (eV) = -126159.6021
- total charge = +1
- spin multiplicity = 5
- Kohn-Sham gap (alpha / beta) (eV) = 7.028 / 7.006
- strongest force on any atom (eV Å⁻¹) = 1.165

XYZ file:
```
98
C49H41CrN3PS3 | the Open Molecules 2025 dataset | ωB97M-V/def2-TZVPD
Cr 1.826 -0.464 -1.478
S -1.236 -1.864 -0.011
C -1.315 -1.644 1.720
N -2.377 -1.776 2.536
C -2.059 -2.041 3.937
C -0.741 -2.816 4.006
N 0.335 -2.077 3.346
C 1.480 -1.631 4.122
C 1.158 -0.506 5.080
C 1.130 -0.725 6.454
C 0.787 0.301 7.329
C 0.466 1.558 6.833
C 0.497 1.787 5.461
C 0.839 0.761 4.592
C -0.032 -1.539 2.142
S 0.803 -1.827 0.429
C -3.742 -1.610 2.073
C -4.329 -0.267 2.443
C -5.618 -0.179 2.958
C -6.186 1.061 3.228
C -5.461 2.222 2.993
C -4.162 2.137 2.500
C -3.603 0.900 2.222
H -2.867 -2.625 4.385
H -1.958 -1.105 4.497
H -0.872 -3.786 3.517
H -0.476 -2.979 5.048
H 2.243 -1.336 3.414
H 1.871 -2.487 4.674
H 1.388 -1.704 6.847
H 0.772 0.118 8.397
H 0.195 2.357 7.512
H 0.256 2.770 5.069
H 0.852 0.944 3.520
H -4.365 -2.411 2.476
H -3.739 -1.714 0.984
H -6.182 -1.087 3.151
H -7.193 1.119 3.627
H -5.903 3.190 3.197
H -3.586 3.042 2.333
H -2.589 0.836 1.832
S 6.196 -0.865 -1.036
C 5.654 -0.576 0.589
C 6.406 -0.527 1.757
C 5.761 -0.176 2.928
C 4.397 0.130 2.925
C 3.650 0.053 1.764
C 4.283 -0.326 0.585
N 3.697 -0.402 -0.685
C 4.599 -0.603 -1.622
C 4.235 -0.485 -3.030
C 5.228 -0.492 -4.011
C 4.890 -0.230 -5.320
C 3.561 0.032 -5.622
C 2.583 0.013 -4.636
C 2.859 -0.242 -3.285
H 7.470 -0.732 1.740
H 6.321 -0.122 3.853
H 3.924 0.447 3.849
H 2.598 0.321 1.745
H 6.263 -0.680 -3.742
H 5.651 -0.206 -6.091
H 3.280 0.257 -6.645
H 1.583 0.214 -4.969
C -0.863 -3.179 -5.664
C -0.250 -3.396 -4.439
C -0.038 -2.327 -3.578
C -0.433 -1.036 -3.925
C -1.057 -0.834 -5.154
C -1.261 -1.895 -6.022
P -0.228 0.269 -2.653
C 0.145 1.902 -3.408
C 1.277 2.600 -2.984
C 1.564 3.863 -3.484
C 0.727 4.436 -4.429
C -0.416 3.762 -4.843
C -0.716 2.512 -4.322
C -2.000 0.588 -2.236
C -2.307 1.746 -1.517
C -3.612 2.016 -1.135
C -4.631 1.129 -1.467
C -4.333 -0.030 -2.169
C -3.021 -0.306 -2.546
H -1.032 -4.010 -6.340
H 0.066 -4.393 -4.156
H 0.444 -2.511 -2.626
H -1.371 0.161 -5.448
H -1.738 -1.724 -6.980
H 1.946 2.148 -2.267
H 2.440 4.397 -3.136
H 0.960 5.413 -4.839
H -1.087 4.219 -5.560
H -1.639 2.025 -4.613
H -1.517 2.441 -1.252
H -3.838 2.915 -0.575
H -5.653 1.344 -1.178
H -5.121 -0.728 -2.425
H -2.801 -1.229 -3.068
```